1.
Density functional theory data (the ωB97M-V functional and the def2-TZVPD basis) for C4H10O in the gas phase in a non-equilibrium geometry.

Element x y z (Å)
C -0.369 -1.433 -1.435
C -0.713 -0.788 -0.094
C 0.006 0.553 0.112
C 0.258 1.372 1.479
O 1.417 0.236 0.060
H 0.706 -1.584 -1.516
H -0.692 -0.808 -2.274
H -0.849 -2.411 -1.527
H -1.789 -0.623 -0.042
H -0.445 -1.471 0.717
H -0.282 1.213 -0.737
H -0.627 1.949 1.530
H 0.325 0.716 2.339
H 1.113 2.076 1.586
H 1.943 1.003 -0.196

For the LUMO energy, the calculation gives 1.0 eV. The multiplicity is 1. As for the SMILES: CC[C@@H](C)O.

2.
Density functional theory data (the ωB97M-V functional and the def2-TZVPD basis) for 2 unconnected molecules or ions with the total composition C4H10O.

Element x y z (Å)
C 0.914 1.460 1.608
C 0.655 0.183 0.871
C 1.515 -0.413 0.044
C -1.688 -0.768 -1.829
O -0.588 -0.298 1.164
H 1.877 1.888 1.322
H 0.121 2.184 1.392
H 0.908 1.281 2.689
H 2.492 0.020 -0.137
H 1.278 -1.346 -0.463
H -1.958 -0.038 -1.063
H -0.666 -0.574 -2.165
H -1.751 -1.780 -1.415
H -2.376 -0.691 -2.674
H -0.732 -1.109 0.657

For the LUMO energy, the calculation gives 0.9 eV. The multiplicity is 1. As for the SMILES: C=C(C)O.C.

3.
Density functional theory data (the ωB97M-V functional and the def2-TZVPD basis) for 2 unconnected molecules or ions with the total composition C4H10O.

Element x y z (Å)
C -0.365 -1.615 1.297
C 0.290 -0.308 0.967
C -0.182 0.893 1.306
C -0.111 0.840 -2.149
O 1.423 -0.503 0.235
H -1.409 -1.463 1.577
H -0.320 -2.272 0.423
H 0.154 -2.118 2.120
H -1.101 0.987 1.872
H 0.325 1.811 1.018
H -0.521 0.512 -1.193
H -0.879 1.400 -2.684
H 0.746 1.498 -1.973
H 0.209 -0.020 -2.741
H 1.740 0.357 -0.073

For the LUMO energy, the calculation gives 0.9 eV. The multiplicity is 1. As for the SMILES: C=C(C)O.C.

4.
Density functional theory data (the ωB97M-V functional and the def2-TZVPD basis) for C4H10O in the gas phase.

Element x y z (Å)
C 1.178 -0.523 0.665
C -0.161 0.041 0.177
C -0.968 -1.037 -0.535
C 0.058 1.247 -0.738
O -0.972 0.416 1.290
H 1.917 -0.568 -0.141
H 1.596 0.101 1.464
H 1.051 -1.534 1.063
H -1.166 -1.856 0.165
H -1.927 -0.628 -0.868
H -0.428 -1.434 -1.401
H 0.557 0.946 -1.666
H -0.906 1.702 -0.988
H 0.684 2.006 -0.250
H -0.513 1.121 1.763

For the LUMO energy, the calculation gives 0.9 eV. The multiplicity is 1. As for the SMILES: CC(C)(C)O.

Number 1: M 74.12 g/mol, HOMO energy -9.285 eV, electronic energy -233.59216 a.u.. Number 2: M 74.12 g/mol, HOMO energy -8.874 eV, electronic energy -233.61715 a.u.. Number 3: M 74.12 g/mol, HOMO energy -8.892 eV, electronic energy -233.61424 a.u.. Number 4: M 74.12 g/mol, HOMO energy -10.244 eV, electronic energy -233.64495 a.u..